Density functional theory data (ωB97M-V with the def2-TZVPD basis set) for a 2-piece molecular cluster, C5H12BNS overall in a non-equilibrium geometry.

Calculated values
Relative energy (zero: lowest compared OMol25 entry of this formula, charge and spin) = 137.8 kcal per mole
2S+1 = 1
Lowest unoccupied orbital energy (alpha / beta) = 0.09 / 0.05 eV

CARTESIAN COORDINATES (ANGSTROEM)
B1 0.430 0.027 0.279
C1 0.977 -1.081 -0.618
C2 2.466 -1.298 -0.173
C3 3.019 0.073 -0.032
C4 -2.139 1.927 0.240
C5 -2.830 -0.389 0.235
N1 -1.935 0.603 -0.325
S1 1.742 1.010 0.951
H1 0.429 -2.006 -0.600
H2 0.997 -0.528 -1.588
H3 2.270 -1.806 0.840
H4 3.152 -1.921 -0.642
H5 4.129 -0.018 0.393
H6 3.183 0.487 -0.998
H7 -2.041 2.028 1.331
H8 -1.332 2.600 -0.313
H9 -3.184 2.180 0.072
H10 -3.672 -0.416 -0.526
H11 -2.379 -1.414 0.330
H12 -3.282 -0.059 1.144

Density functional theory data (ωB97M-V with the def2-TZVPD basis set) for an isolated ion of composition C5H12BrN2 and charge +1 in a non-equilibrium geometry.

Calculated values
Relative energy (zero: lowest compared OMol25 entry of this formula, charge and spin) = 41.0 kcal per mole
SMILES string = C/C(=[NH+]/CBr)N(C)C
2S+1 = 1
Lowest unoccupied orbital energy = -3.50 eV
Net charge = +1

CARTESIAN COORDINATES (ANGSTROEM)
C1 -0.166 0.609 -0.288
C2 -1.174 1.653 -0.391
C3 -1.627 -0.437 1.367
C4 0.172 -1.743 0.389
C5 2.404 0.070 -1.080
N1 -0.436 -0.504 0.424
N2 1.051 0.782 -0.988
Br1 2.971 -0.506 0.755
H1 -2.193 1.320 -0.505
H2 -0.863 2.309 -1.230
H3 -1.413 2.314 0.489
H4 -2.366 -0.103 0.726
H5 -1.865 -1.434 1.718
H6 -1.402 0.312 2.059
H7 0.753 -1.927 1.297
H8 -0.662 -2.453 0.358
H9 0.758 -1.927 -0.454
H10 2.144 -0.786 -1.664
H11 3.045 0.808 -1.517
H12 0.868 1.644 -1.464

Density functional theory data (ωB97M-V with the def2-TZVPD basis set) for a 2-piece molecular cluster, C5H12Cl3O5PS overall.

Calculated values
2S+1 = 1
Lowest unoccupied orbital energy = 0.56 eV

CARTESIAN COORDINATES (ANGSTROEM)
C1 -1.462 1.353 0.955
C2 -0.881 0.789 2.246
Cl1 -0.310 -0.883 2.009
C3 0.189 1.716 2.822
Cl2 0.984 1.029 4.262
O1 1.129 2.181 1.878
S1 2.317 1.145 1.402
O2 3.567 1.813 1.647
O3 1.931 1.439 -0.176
P1 3.049 1.095 -1.366
O4 2.990 2.490 -2.185
Cl3 1.736 0.092 -2.597
H1 -2.016 0.578 0.433
H2 -0.689 1.758 0.307
H3 -2.159 2.156 1.201
H4 -1.662 0.741 3.001
H5 -0.317 2.612 3.172
H6 3.382 3.218 -1.679
C4 -0.718 -3.282 -1.409
C5 -1.910 -2.857 -2.245
O5 -2.026 -1.439 -2.315
H7 -0.799 -2.874 -0.400
H8 -0.643 -4.368 -1.343
H9 0.208 -2.902 -1.847
H10 -2.840 -3.213 -1.803
H11 -1.837 -3.277 -3.254
H12 -1.215 -1.110 -2.716

Density functional theory data (ωB97M-V with the def2-TZVPD basis set) for a 2-piece molecular cluster, C5H12Cl4PS overall.

Calculated values
2S+1 = 1
Lowest unoccupied orbital energy = -3.38 eV
Net charge = +1

CARTESIAN COORDINATES (ANGSTROEM)
C1 -1.281 -0.489 2.217
P1 -1.603 -0.312 0.475
Cl1 -3.499 0.195 0.246
C2 -0.547 0.878 -0.368
C3 0.426 1.703 0.512
C4 1.843 1.632 -0.039
S1 3.050 2.566 0.954
H1 -1.985 -1.206 2.643
H2 -1.397 0.484 2.702
H3 -0.255 -0.842 2.355
H4 -1.497 -1.562 -0.132
H5 0.001 0.295 -1.116
H6 -1.233 1.524 -0.923
H7 0.090 2.741 0.536
H8 0.437 1.355 1.548
H9 1.871 2.047 -1.049
H10 2.171 0.590 -0.094
H11 2.240 2.802 1.995
C5 0.305 -2.888 -2.581
Cl2 -1.011 -1.750 -2.933
Cl3 1.149 -2.411 -1.091
Cl4 -0.294 -4.523 -2.463
H12 1.019 -2.827 -3.393

> Which value of 2S+1 does entry 2 give?

1

> Which value of 2S+1 does entry 3 give?

1